(1)
Molecular formula: C3H7NS
Method: DFT, wB97M-V/def2-TZVPD

Results
lowest unoccupied orbital energy	0.85	eV
charge	0
spin multiplicity	1
HOMO energy	-8.47	eV
ΔE to the lowest compared entry with this formula, charge and spin	104.0	kcal per mole

Structure (XYZ):
```
12
C3H7NS | OMol25 | wB97M-V/def2-TZVPD
C -0.3629 2.5194 -1.1952
C -0.1347 -1.5395 0.0195
C 0.6120 -1.7828 1.3889
H -1.3389 2.2743 -1.1686
H 0.0426 3.4838 -0.6781
H -0.1015 2.4713 -2.2752
H -0.5281 -2.6195 -0.3341
H 1.1162 -0.6716 1.3865
H -0.5036 -1.5513 2.1183
H 1.1211 -3.0570 1.5332
N -0.2031 -0.5065 -0.6722
S 0.2809 0.9794 -0.1228
```

(2)
Molecular formula: C3H7NS
Method: DFT, wB97M-V/def2-TZVPD

Results
lowest unoccupied orbital energy	-0.29	eV
charge	0
spin multiplicity	1
HOMO energy	-9.30	eV
ΔE to the lowest compared entry with this formula, charge and spin	137.4	kcal per mole

Structure (XYZ):
```
12
C3H7NS | OMol25 | wB97M-V/def2-TZVPD
C -0.0382 -0.1283 0.4248
C -0.9217 0.9275 -0.0887
C -0.9714 -1.0371 -0.0750
H 2.2752 0.1874 1.5262
H 0.3078 0.2262 1.5685
H -0.3904 1.6435 -0.9916
H -1.2029 2.0051 0.5015
H -2.3718 0.1921 -0.8837
H -0.6560 -1.2046 -1.1905
H -1.0288 -2.0643 0.4639
N -2.0981 0.0601 0.0825
S 1.8339 0.0013 -0.1962
```

Number 1: strongest force on any atom 0.1041 hartree/bohr. Number 2: strongest force on any atom 0.1868 hartree/bohr.